ORCA calculation (ωB97M-V with the def2-TZVPD basis set) on a structure of composition C28H28N2NiO3.

Last column: natural (NBO) charge in e.
Cartesian coordinates (Å):
Ni 0.239 -0.013 0.239  0.938
C 2.668 0.871 6.584  -0.255
O 1.886 -0.311 6.569  -0.482
C 1.235 -0.619 5.429  0.370
C 0.426 -1.775 5.498  -0.325
C -0.256 -2.167 4.389  -0.098
C -0.195 -1.461 3.158  -0.364
C -0.942 -1.897 2.016  0.601
C -1.809 -3.132 2.034  -0.694
O -0.951 -1.318 0.907  -0.643
C 0.626 -0.288 3.098  0.560
O 0.754 0.445 2.048  -0.830
C 1.332 0.103 4.266  -0.431
H 3.042 0.972 7.599  0.201
H 2.065 1.745 6.329  0.180
H 3.510 0.795 5.892  0.181
H 0.366 -2.319 6.430  0.227
H -0.873 -3.049 4.464  0.208
H -1.987 -3.569 3.009  0.213
H -1.328 -3.874 1.395  0.244
H -2.760 -2.880 1.567  0.245
H 1.955 0.982 4.184  0.218
C 2.148 4.781 0.666  -0.644
C 2.016 3.494 -0.074  0.188
C 2.361 3.142 -1.364  -0.342
C 2.009 1.791 -1.506  0.206
N 1.474 1.347 -0.370  -0.323
N 1.490 2.398 0.481  -0.330
C 2.252 0.921 -2.692  -0.650
H 2.587 5.538 0.019  0.233
H 2.788 4.671 1.543  0.226
H 1.174 5.142 0.999  0.231
H 2.829 3.769 -2.104  0.229
H 1.184 2.200 1.428  0.451
H 2.667 1.516 -3.505  0.219
H 1.339 0.438 -3.030  0.252
H 2.966 0.135 -2.443  0.229
C -2.210 -3.646 -5.299  -0.226
C -2.732 -2.419 -4.908  -0.227
C -2.134 -1.681 -3.900  -0.154
C -0.985 -2.147 -3.249  -0.079
C -0.488 -3.394 -3.644  -0.196
C -1.085 -4.134 -4.654  -0.215
C -0.275 -1.468 -2.143  -0.285
C -0.498 -0.323 -1.484  -0.178
C -1.232 0.857 -1.985  -0.126
C -1.080 1.323 -3.296  -0.158
C -1.634 2.527 -3.700  -0.232
C -2.366 3.299 -2.807  -0.225
C -2.546 2.846 -1.509  -0.214
C -1.981 1.646 -1.104  -0.203
H -2.683 -4.217 -6.088  0.209
H -3.621 -2.033 -5.392  0.209
H -2.581 -0.745 -3.601  0.209
H 0.387 -3.788 -3.139  0.203
H -0.669 -5.094 -4.934  0.209
H 0.523 -2.095 -1.744  0.193
H -0.513 0.731 -4.004  0.205
H -1.494 2.865 -4.720  0.210
H -2.792 4.243 -3.121  0.210
H -3.124 3.432 -0.805  0.209
H -2.129 1.298 -0.089  0.213

The frontier orbital gap (alpha / beta) is 7.703 / 7.702 eV. For the HOMO energy (alpha / beta), the calculation gives -7.259 / -7.257 eV. The net charge is 0.